No. 1
{
  "formula": "C38H51CaCl3N2O3PSi",
  "method": "wB97M-V/def2-TZVPD",
  "symbols": ["C", "C", "H", "H", "H", "C", "C", "H", "H", "H", "H", "Ca", "Cl", "Cl", "H", "H", "C", "C", "N", "H", "C", "O", "H", "H", "H", "H", "H", "H", "C", "C", "N", "H", "C", "O", "H", "H", "H", "H", "O", "C", "C", "C", "H", "C", "H", "C", "H", "C", "C", "H", "H", "H", "Si", "Cl", "C", "C", "C", "H", "H", "H", "H", "H", "H", "H", "H", "H", "C", "C", "C", "C", "C", "C", "P", "C", "C", "C", "C", "C", "C", "C", "C", "C", "C", "C", "C", "H", "H", "H", "H", "H", "H", "H", "H", "H", "H", "H", "H", "H", "H", "H"],
  "xyz": [[0.044, -2.626, -5.854], [-0.366, -1.539, -4.901], [0.028, -2.236, -6.890], [-0.631, -3.504, -5.807], [1.055, -2.990, -5.599], [-1.378, -0.696, -5.157], [-2.193, -0.804, -6.392], [-1.632, 0.144, -4.514], [-2.876, -1.654, -6.327], [-1.577, -0.949, -7.290], [-2.829, 0.073, -6.518], [-2.733, -1.696, 1.638], [1.057, 0.533, 1.094], [-4.194, -3.719, 1.452], [1.219, -1.150, 6.124], [2.959, -2.358, 4.982], [0.385, -1.487, 5.499], [2.155, -3.052, 4.704], [0.920, -2.321, 4.424], [-0.129, -0.614, 5.074], [0.193, -2.604, 3.347], [-0.941, -2.105, 3.111], [2.439, -3.594, 3.792], [0.672, -3.318, 2.653], [-0.313, -2.061, 6.132], [2.018, -3.768, 5.528], [-3.794, -1.680, -1.978], [-3.354, 0.481, -2.954], [-4.688, -1.296, -1.455], [-4.221, 0.919, -2.431], [-4.541, 0.142, -1.231], [-4.822, -1.832, -0.505], [-4.355, 0.639, 0.015], [-4.540, -0.008, 1.077], [-3.996, 1.953, -2.144], [-3.965, 1.680, 0.014], [-5.560, -1.452, -2.106], [-5.081, 0.896, -3.118], [-0.134, -2.377, -2.618], [0.417, -1.490, -3.599], [-0.470, 0.641, -2.530], [0.585, -0.054, -3.110], [-1.366, 0.084, -2.266], [-0.325, 2.013, -2.290], [1.429, -1.824, -3.843], [1.739, 0.615, -3.510], [-1.126, 2.550, -1.766], [0.802, 2.684, -2.737], [1.851, 1.993, -3.342], [2.540, 0.047, -3.977], [0.886, 3.765, -2.626], [2.760, 2.505, -3.651], [0.222, -3.927, -2.215], [-1.710, -0.019, 0.239], [-0.781, -4.219, -0.629], [2.044, -3.992, -1.720], [-0.436, -5.015, -3.593], [-0.290, -3.613, 0.151], [-0.792, -5.273, -0.310], [-1.819, -3.861, -0.772], [-1.289, -4.550, -4.108], [-0.761, -5.998, -3.218], [0.345, -5.172, -4.348], [2.637, -3.260, -2.291], [2.502, -4.986, -1.888], [2.162, -3.713, -0.663], [3.757, 0.544, 5.687], [2.767, 1.489, 5.961], [1.940, 1.964, 4.935], [2.143, 1.523, 3.613], [3.089, 0.512, 3.371], [3.889, 0.025, 4.401], [1.227, 2.212, 2.205], [-0.328, 2.943, 2.711], [-1.530, 2.245, 2.547], [-2.736, 2.742, 3.031], [-2.756, 3.971, 3.699], [-1.573, 4.702, 3.839], [-0.362, 4.208, 3.344], [2.117, 3.229, 1.002], [1.618, 4.460, 0.533], [2.356, 5.188, -0.401], [3.559, 4.686, -0.906], [4.010, 3.423, -0.503], [3.297, 2.703, 0.446], [4.419, 0.198, 6.482], [2.625, 1.855, 6.976], [1.155, 2.686, 5.159], [3.209, 0.085, 2.377], [4.621, -0.752, 4.180], [-1.526, 1.318, 1.973], [-3.650, 2.172, 2.874], [-3.692, 4.358, 4.103], [-1.587, 5.670, 4.340], [0.554, 4.790, 3.456], [0.657, 4.842, 0.889], [1.979, 6.148, -0.758], [4.130, 5.254, -1.637], [4.907, 2.985, -0.939], [3.658, 1.718, 0.750]],
  "orbital_gap_ev": [3.11, 3.12],
  "e_homo_ev": [-0.886, -0.898],
  "de_lowest_kj_mol": 298.5,
  "charge": -1
}

No. 2
{
  "formula": "C13H46I2NO16",
  "method": "wB97M-V/def2-TZVPD",
  "symbols": ["C", "C", "C", "C", "O", "C", "N", "C", "C", "O", "C", "C", "C", "O", "O", "C", "I", "C", "C", "I", "H", "H", "H", "H", "H", "H", "H", "H", "H", "H", "H", "H", "H", "H", "H", "H", "H", "H", "H", "H", "H", "H", "O", "H", "H", "O", "H", "H", "O", "H", "H", "O", "H", "H", "O", "H", "H", "O", "H", "H", "O", "H", "H", "O", "H", "H", "O", "H", "H", "O", "H", "H", "O", "H", "H", "O", "H", "H"],
  "xyz": [[3.488, 3.050, 1.473], [3.493, 2.467, 0.017], [2.266, 3.046, -0.795], [0.905, 2.468, -0.243], [0.878, 1.040, -0.287], [-0.419, 0.462, -0.073], [-1.267, 0.845, -1.200], [-2.713, 0.755, -0.986], [-3.337, 2.169, -0.594], [-3.877, 2.223, 0.718], [-5.263, 2.562, 0.758], [-6.043, 1.259, 1.189], [-1.074, 0.738, 1.326], [-1.134, 1.829, 1.883], [-1.627, -0.290, 1.866], [-0.179, -1.133, -0.136], [-1.213, -2.445, -1.532], [0.689, -1.766, 0.668], [0.939, -3.304, 0.563], [1.832, -0.761, 2.159], [3.157, 4.114, 1.435], [2.893, 2.464, 2.200], [4.543, 3.062, 1.834], [4.427, 2.784, -0.484], [3.350, 1.361, 0.029], [2.157, 4.154, -0.689], [2.284, 2.812, -1.881], [0.109, 2.995, -0.808], [0.839, 2.850, 0.806], [-0.952, 0.483, -2.092], [-3.162, 0.537, -1.990], [-3.060, -0.065, -0.322], [-4.026, 2.502, -1.401], [-2.464, 2.871, -0.621], [-5.660, 3.013, -0.177], [-5.379, 3.344, 1.553], [-7.044, 1.525, 1.583], [-6.063, 0.607, 0.294], [-5.391, 0.760, 1.936], [1.734, -3.578, 1.284], [1.326, -3.533, -0.452], [0.014, -3.885, 0.769], [-6.893, -1.691, 0.768], [-7.375, -2.294, 1.343], [-5.975, -1.981, 0.838], [4.855, 3.637, -2.788], [4.940, 4.506, -3.197], [5.768, 3.358, -2.647], [0.792, 1.651, -3.633], [0.908, 1.262, -2.753], [1.436, 1.195, -4.184], [-4.177, -0.970, 3.290], [-3.487, -0.500, 2.789], [-3.985, -0.749, 4.207], [-3.536, -2.952, 5.920], [-3.937, -3.786, 5.655], [-3.178, -2.593, 5.097], [-3.927, -0.729, 8.268], [-3.695, -1.495, 7.728], [-3.077, -0.364, 8.535], [3.630, -4.233, -0.108], [4.175, -3.860, -0.808], [4.160, -4.109, 0.687], [6.132, 4.221, -5.313], [5.702, 3.395, -5.564], [6.511, 4.549, -6.135], [6.799, 1.200, -2.745], [7.183, 0.329, -2.598], [5.851, 1.031, -2.816], [6.210, -4.624, 0.320], [6.989, -4.673, 0.886], [6.089, -5.527, 0.004], [-1.844, -6.081, -2.138], [-2.021, -5.257, -1.666], [-1.236, -5.821, -2.843], [-0.065, -4.505, -4.579], [-0.236, -3.675, -4.115], [0.542, -4.260, -5.285]],
  "orbital_gap_ev": 6.39,
  "e_homo_ev": -4.824,
  "charge": -1
}

No. 3
{
  "formula": "C21H37BBrHfN6Si",
  "method": "wB97M-V/def2-TZVPD",
  "symbols": ["Hf", "C", "C", "N", "N", "C", "B", "N", "C", "C", "C", "N", "N", "C", "C", "C", "N", "H", "H", "H", "H", "H", "H", "H", "H", "H", "H", "C", "C", "C", "C", "Si", "Br", "C", "C", "C", "C", "C", "C", "C", "C", "H", "H", "H", "H", "H", "H", "H", "H", "H", "H", "H", "H", "H", "H", "H", "H", "H", "H", "H", "H", "H", "H", "H", "H", "H", "H", "H"],
  "xyz": [[-3.189, 0.169, 0.684], [-6.419, -2.510, -0.317], [-5.242, -1.991, -0.789], [-4.696, -1.164, 0.141], [-5.555, -1.162, 1.233], [-6.580, -1.963, 0.958], [-5.307, -0.340, 2.545], [-5.259, 1.191, 2.214], [-6.048, 2.152, 2.685], [-5.664, 3.382, 2.146], [-4.601, 3.103, 1.326], [-4.337, 1.770, 1.350], [-3.943, -0.776, 3.182], [-3.724, -1.308, 4.379], [-2.354, -1.521, 4.550], [-1.770, -1.086, 3.389], [-2.726, -0.627, 2.540], [-7.082, -3.194, -0.820], [-4.751, -2.155, -1.736], [-7.373, -2.109, 1.676], [-6.184, -0.551, 3.314], [-6.843, 1.922, 3.379], [-6.110, 4.344, 2.335], [-4.011, 3.770, 0.717], [-4.544, -1.512, 5.052], [-1.863, -1.938, 5.413], [-0.731, -1.069, 3.104], [4.033, -1.044, -3.521], [2.751, -1.143, -2.654], [1.512, -0.861, -3.526], [2.616, -2.581, -2.130], [3.020, 0.130, -1.313], [-1.061, 0.446, -0.492], [3.534, -0.440, 0.393], [3.593, 0.688, 1.434], [4.962, -1.012, 0.208], [2.600, -1.537, 0.950], [3.079, 1.951, -1.738], [4.593, 2.285, -1.750], [2.487, 2.276, -3.119], [2.360, 2.848, -0.712], [3.950, -1.777, -4.328], [4.940, -1.281, -2.959], [4.160, -0.064, -3.982], [1.483, -1.615, -4.317], [1.532, 0.109, -4.010], [0.582, -0.949, -2.957], [2.499, -3.241, -2.993], [1.737, -2.712, -1.498], [3.497, -2.921, -1.588], [4.273, 1.491, 1.152], [3.973, 0.266, 2.367], [2.611, 1.118, 1.640], [5.672, -0.254, -0.133], [4.998, -1.852, -0.488], [5.315, -1.374, 1.177], [1.541, -1.259, 0.886], [2.846, -1.684, 2.004], [2.731, -2.492, 0.453], [5.146, 1.708, -2.496], [5.069, 2.137, -0.779], [4.701, 3.341, -2.010], [2.985, 1.749, -3.931], [2.625, 3.345, -3.300], [1.417, 2.074, -3.169], [2.806, 2.812, 0.277], [1.295, 2.615, -0.628], [2.440, 3.879, -1.064]],
  "orbital_gap_ev": 7.68,
  "e_homo_ev": -17.334,
  "charge": 3
}

The calculated total energy results, record by record, are as follows: -4503.04838; -2376.88117; -4086.52199 hartree.